C26H36Cl2CoOP2Sb as an isolated structure in a non-equilibrium geometry. Source: the OMol25 dataset; level of theory: ωB97M-V/def2-TZVPD.

Atoms and positions in Å:
C  3.887  -4.593  -2.645
C  2.996  -3.458  -2.315
H  3.689  -4.872  -3.684
H  3.678  -5.423  -1.964
H  4.932  -4.282  -2.542
O  2.447  -2.659  -3.055
Cl  2.768  -3.257  -0.444
Co  1.201  -1.357  -0.097
P  -0.588  -2.735  -0.085
C  -2.126  -2.357  -0.983
C  -0.115  -4.388  -0.705
H  -1.033  -4.985  -0.805
H  -1.784  -4.136  1.452
H  0.579  -4.875  0.003
H  -0.402  -3.336  2.269
H  -1.895  -1.932  -1.968
H  0.385  -4.266  -1.679
C  -1.233  -3.192  1.569
H  -2.670  -3.306  -1.113
H  -1.909  -2.423  1.962
H  -2.751  -1.648  -0.421
P  2.497  0.336  -0.833
C  2.133  1.735  -1.952
C  3.547  1.124  0.458
H  4.324  -1.209  -1.212
H  4.521  0.297  -2.198
H  3.316  -0.949  -2.679
C  3.810  -0.454  -1.828
H  4.053  0.334  1.035
H  4.292  1.753  -0.054
H  3.058  2.325  -2.070
H  1.322  2.372  -1.573
H  2.943  1.742  1.139
H  1.845  1.321  -2.929
Cl  1.850  -1.596  2.020
C  -5.101  0.422  2.634
C  -4.978  0.738  1.275
C  -3.704  0.784  0.683
C  -2.564  0.502  1.440
C  -2.684  0.276  2.813
C  -3.950  0.207  3.407
Sb  -0.489  0.499  0.559
C  -1.248  1.589  -1.204
C  -1.175  0.926  -2.425
C  -1.591  1.555  -3.601
C  -2.080  2.870  -3.558
C  -2.188  3.525  -2.324
C  -1.789  2.882  -1.138
C  0.302  1.964  1.994
C  0.319  3.341  1.752
C  0.844  4.214  2.718
C  1.381  3.714  3.917
C  1.391  2.332  4.138
C  0.889  1.469  3.160
H  -6.089  0.346  3.087
H  -5.861  0.960  0.671
H  -3.629  1.071  -0.372
H  -1.793  0.165  3.438
H  -4.037  -0.006  4.475
H  -0.774  -0.088  -2.481
H  -1.529  1.018  -4.540
H  -2.356  3.375  -4.482
H  -2.588  4.544  -2.276
H  -1.919  3.411  -0.189
H  -0.051  3.758  0.809
H  0.851  5.291  2.534
H  1.822  4.389  4.648
H  1.803  1.917  5.058
H  1.001  0.392  3.300

Properties
Frontier orbital gap (spin up / spin down) = 8.504 / 4.962 eV
Net charge = +2
Energy above the lowest of the compared OMol25 structures with the same formula, charge and spin = 0.0 kcal/mol
E_tot = -117365.12058 eV
Lowest unoccupied orbital energy (spin up / spin down) = -0.200 / -0.341 Eh
2S+1 = 5
F_max = 0.098 Eh/bohr